The following is a DFT calculation (ωB97M-V with the def2-TZVPD basis set) of a cluster of 14 separate species, C60H126N2O12 in total at a distorted geometry.

Cartesian coordinates (Å):
1 C 1.3462 -6.1210 -0.5994
2 C 2.4257 -5.0653 -0.4849
3 C 1.6391 -3.8233 -0.9163
4 O 0.3776 -3.9759 -0.2837
5 C 0.0269 -5.3692 -0.3127
6 H 1.5262 -6.9718 0.0627
7 H 1.2973 -6.5876 -1.5854
8 H 3.2676 -5.2472 -1.1523
9 H 2.7871 -4.9127 0.5324
10 H 1.6009 -3.8255 -2.0126
11 H 2.0698 -2.8930 -0.5546
12 H -0.6529 -5.4973 -1.1597
13 H -0.4615 -5.6843 0.6071
14 C -1.8096 5.0713 1.9904
15 C -2.0145 3.6025 2.2509
16 C -3.5464 3.4435 2.2380
17 O -4.0225 4.7033 2.7286
18 C -2.9767 5.6629 2.7617
19 H -1.9065 5.3084 0.9263
20 H -0.8192 5.4607 2.2232
21 H -1.7520 3.3344 3.2762
22 H -1.4783 2.9795 1.5364
23 H -3.8724 2.6125 2.8604
24 H -3.8424 3.2921 1.1930
25 H -2.6894 5.8710 3.7974
26 H -3.2699 6.6111 2.3050
27 C -5.3650 -2.5117 -1.0546
28 C -6.6752 -3.1757 -1.4768
29 C -6.1989 -4.1075 -2.5891
30 O -4.8411 -4.4267 -2.2683
31 C -4.4340 -3.7033 -1.0931
32 H -5.4468 -2.0215 -0.0842
33 H -5.0826 -1.7567 -1.7905
34 H -7.3976 -2.4472 -1.8526
35 H -7.1869 -3.7037 -0.6703
36 H -6.1616 -3.5388 -3.5237
37 H -6.8226 -4.9941 -2.6949
38 H -3.3772 -3.4382 -1.1234
39 H -4.6259 -4.4094 -0.2768
40 C -1.1527 -4.8217 -5.3696
41 C -1.8376 -4.5731 -4.0275
42 C -1.1498 -3.2906 -3.6226
43 O -0.8632 -2.5477 -4.7940
44 C -0.8649 -3.4243 -5.9327
45 H -1.6870 -5.4625 -6.0727
46 H -0.1916 -5.3333 -5.2372
47 H -1.6666 -5.3981 -3.3369
48 H -2.9153 -4.4997 -4.1770
49 H -0.1909 -3.5418 -3.1503
50 H -1.7457 -2.7126 -2.9160
51 H 0.0800 -3.3626 -6.4708
52 H -1.6989 -3.1655 -6.5925
53 C 5.9032 -0.0443 1.5045
54 C 5.4198 -1.4944 1.3315
55 C 3.9418 -1.3463 0.9744
56 O 3.5955 -0.0060 1.2370
57 C 4.7422 0.8000 0.9853
58 H 6.8500 0.1287 0.9924
59 H 6.0711 0.2212 2.5501
60 H 5.4403 -2.0280 2.2853
61 H 5.9816 -2.0977 0.6219
62 H 3.2577 -2.0279 1.4850
63 H 3.7705 -1.5743 -0.0909
64 H 4.6239 1.7689 1.4602
65 H 4.8650 0.8888 -0.1024
66 C 1.7499 0.2539 -7.5245
67 C 0.9791 0.0620 -6.2338
68 C -0.4713 0.2130 -6.6593
69 O -0.4079 1.2114 -7.6793
70 C 0.8575 1.2156 -8.3180
71 H 1.8212 -0.7000 -8.0580
72 H 2.7749 0.5815 -7.3562
73 H 1.2254 0.9020 -5.5759
74 H 1.1964 -0.8970 -5.7631
75 H -1.1564 0.5585 -5.8872
76 H -0.8506 -0.7525 -7.0174
77 H 1.2738 2.2274 -8.3153
78 H 0.7297 0.9183 -9.3624
79 C -1.9324 -3.1817 1.9426
80 C -3.0493 -4.0457 2.5515
81 C -2.5296 -4.2722 4.0002
82 O -1.3485 -3.5206 4.1363
83 C -0.7231 -3.4276 2.8632
84 H -2.2081 -2.1381 2.0735
85 H -1.7241 -3.4530 0.9092
86 H -3.1721 -4.9885 2.0217
87 H -3.9630 -3.4544 2.5465
88 H -2.3450 -5.3379 4.1825
89 H -3.2558 -3.9711 4.7554
90 H -0.2583 -4.4012 2.6584
91 H 0.0186 -2.6352 2.8291
92 C 5.5125 -0.2574 -3.6218
93 C 3.9991 -0.1392 -3.5329
94 C 3.5733 -1.6041 -3.3289
95 O 4.6434 -2.1876 -2.5962
96 C 5.8657 -1.6435 -3.0730
97 H 6.0161 0.5643 -3.1056
98 H 5.9091 -0.1529 -4.6356
99 H 3.5373 0.2604 -4.4346
100 H 3.7036 0.4336 -2.6547
101 H 3.5101 -2.1751 -4.2652
102 H 2.6219 -1.6927 -2.8080
103 H 6.3221 -2.2850 -3.8380
104 H 6.5826 -1.6810 -2.2503
105 C -5.5244 -1.2596 4.2236
106 C -5.4773 -0.9366 2.7321
107 C -6.2919 0.3433 2.5936
108 O -5.9892 1.0094 3.8272
109 C -5.8446 0.0800 4.9073
110 H -4.6047 -1.7373 4.5638
111 H -6.3040 -1.9728 4.5078
112 H -5.8094 -1.7795 2.1234
113 H -4.4308 -0.7341 2.4901
114 H -7.3762 0.1954 2.6055
115 H -5.9160 1.0009 1.8134
116 H -6.7796 0.0367 5.4660
117 H -5.0026 0.4503 5.4885
118 C -3.3047 4.9366 -2.3569
119 C -3.2862 3.8946 -3.4817
120 C -1.8707 4.0384 -4.0467
121 O -1.0735 4.5165 -2.9519
122 C -1.8739 4.7781 -1.8233
123 H -4.0066 4.6418 -1.5768
124 H -3.4777 5.9299 -2.7650
125 H -4.0120 4.2150 -4.2293
126 H -3.4146 2.8830 -3.1029
127 H -1.7815 4.7902 -4.8342
128 H -1.4766 3.0841 -4.4009
129 H -1.4810 5.6283 -1.2619
130 H -1.8239 3.9089 -1.1473
131 C 2.2675 3.3389 -1.3565
132 C 3.7924 3.4236 -1.6447
133 C 4.0421 4.9045 -1.8993
134 O 3.0127 5.5798 -1.1831
135 C 1.8201 4.7975 -1.2371
136 H 2.1117 2.7995 -0.4222
137 H 1.7655 2.8337 -2.1797
138 H 4.0441 2.7749 -2.4853
139 H 4.3311 3.0503 -0.7762
140 H 4.0932 5.2008 -2.9491
141 H 4.9311 5.2415 -1.3627
142 H 1.2142 5.1518 -2.0791
143 H 1.1496 5.0028 -0.3979
144 C 2.7929 -3.1182 6.5710
145 C 2.2529 -3.0351 5.1389
146 C 3.2241 -2.0748 4.4773
147 O 3.5538 -1.1440 5.5084
148 C 3.6129 -1.8299 6.7473
149 H 3.4716 -3.9755 6.6089
150 H 2.0233 -3.2463 7.3274
151 H 1.2367 -2.6373 5.1368
152 H 2.2498 -3.9827 4.5966
153 H 2.8133 -1.5694 3.6043
154 H 4.1763 -2.5609 4.2194
155 H 3.0950 -1.1925 7.4680
156 H 4.6387 -2.0365 7.0604
157 C 0.3803 0.8646 1.8614
158 C 0.2458 -0.0806 0.6669
159 N -0.7834 0.3522 -0.2931
160 C -2.1086 0.1760 0.2943
161 C -3.2341 0.7536 -0.5876
162 C -0.6044 -0.4280 -1.5077
163 C 0.4578 0.1666 -2.4012
164 H 0.5004 1.9171 1.6017
165 H 1.2122 0.5477 2.4873
166 H -0.5637 0.8401 2.4130
167 H 1.1901 0.0374 0.1304
168 H 0.1164 -1.1119 1.0188
169 H -2.3140 -0.9032 0.3923
170 H -2.2238 0.5989 1.2900
171 H -3.0497 1.8189 -0.7377
172 H -3.2911 0.2710 -1.5610
173 H -4.1798 0.5646 -0.0753
174 H -1.4987 -0.5705 -2.1115
175 H -0.2666 -1.4415 -1.2249
176 H 1.4272 0.2039 -1.9017
177 H 0.1210 1.1740 -2.6651
178 H 0.5782 -0.3975 -3.3292
179 C 0.1870 5.1282 5.1268
180 C 0.8016 3.7846 4.6915
181 N 2.1264 4.0743 4.1065
182 C 2.9086 2.8708 3.8685
183 C 3.0354 1.8921 5.0261
184 C 2.0078 4.8271 2.8704
185 C 3.3121 5.3872 2.3169
186 H 0.9655 5.6514 5.6839
187 H -0.6608 4.9789 5.7982
188 H -0.1162 5.7562 4.2943
189 H 0.9643 3.2400 5.6190
190 H 0.1170 3.2422 4.0318
191 H 3.9362 3.1570 3.6198
192 H 2.5826 2.2979 2.9840
193 H 3.4332 2.3286 5.9447
194 H 3.7116 1.1113 4.6840
195 H 2.1105 1.3895 5.3138
196 H 1.4331 4.2872 2.0939
197 H 1.3849 5.7153 2.9932
198 H 4.0583 4.6554 2.0013
199 H 3.1245 5.9705 1.4130
200 H 3.7406 6.0572 3.0637

Output
Kohn-Sham gap: 8.63 eV
Highest occupied orbital energy: -8.148 eV
Energy: -91807.6919 eV